Density functional theory data (the ωB97M-V functional and the def2-TZVPD basis) for a molecular structure, CH6N2OP2 at a distorted geometry.

Last column: natural (NBO) charge in e.
Geometry (Å):
C -2.053 -0.283 0.898  -0.266
N 2.940 -0.748 0.031  -1.230
N 1.357 1.156 -0.397  -1.249
O -1.673 -0.210 -0.509  -0.798
P 1.867 -0.242 -0.958  1.169
P -0.924 1.102 -1.076  1.094
H -3.066 -0.527 0.943  0.199
H -1.684 0.445 1.680  0.207
H -1.587 -1.161 1.218  0.200
H 3.458 -1.554 -0.325  0.368
H 1.623 1.410 0.591  0.400
H -0.259 0.614 -2.096  -0.094

Forces on atoms 1 to 2 (eV/Å):
1.4 0.3 0.2
0.9 -0.7 0.4

Properties
Molar mass   124.0 u
Highest occupied orbital energy   -8.60 eV
Gap between HOMO and LUMO   8.015 eV
Relative energy (zero: lowest compared OMol25 entry of this formula, charge and spin)   200.5 kJ/mol

=====

Density functional theory data (the ωB97M-V functional and the def2-TZVPD basis) for 2 unconnected molecules or ions with the total composition CH6N2OS.

Last column: natural (NBO) charge in e.
Geometry (Å):
N -0.575 -0.335 2.297  -0.894
C -0.600 0.133 0.950  0.806
N -1.182 1.431 0.781  -0.899
O -0.152 -0.508 0.036  -0.551
H -1.248 -1.086 2.400  0.387
H 0.342 -0.738 2.454  0.382
H -0.518 2.008 0.272  0.386
H -1.980 1.333 0.161  0.382
S 1.680 -0.599 -3.651  -0.296
H 2.934 -0.470 -3.202  0.139
H 1.299 -1.170 -2.499  0.157

Forces on atoms 1 to 2 (eV/Å):
0.2 0.3 0.2
0.0 -0.2 -0.3

Properties
Molar mass   94.1 u
Highest occupied orbital energy   -9.56 eV
Gap between HOMO and LUMO   10.233 eV
Structure (SMILES)   NC(N)=O.S
Relative energy (zero: lowest compared OMol25 entry of this formula, charge and spin)   62.3 kJ/mol

=====

- What is the formula in the second record?
  CH6N2OS